[1]
Below is C32H50N5O6PdSbSi3 as an isolated structure, with properties calculated with ωB97M-V/def2-TZVPD.

XYZ file:
```
98
Properties=species:S:1:pos:R:3
Pd 0.96981 -0.03962 -0.41729
O 2.89909 -6.04967 -0.80048
C 2.18308 -5.65294 -1.76614
O 1.79744 -6.31980 -2.73973
C 1.73006 -4.20376 -1.72874
C 0.84495 -3.65033 -2.62207
N 0.72955 -2.34542 -2.32017
N 1.47764 -2.00467 -1.25369
C 2.08225 -3.12809 -0.87265
C 3.03768 -3.20069 0.29419
O 2.75491 -4.31282 1.11291
O 1.90034 -1.64689 1.83630
H 2.74030 -5.09688 0.48138
H 0.31906 -4.10159 -3.44513
H 0.08136 -1.66960 -2.69640
C -0.42367 2.57968 3.43062
Sb 0.74836 1.04753 2.39723
C 0.49468 1.81724 0.41511
C -0.79181 2.35112 0.05518
C -0.96424 3.22440 -1.05831
C -2.19413 3.74470 -1.36556
C -3.30278 3.40426 -0.58473
C -3.06748 2.53906 0.46805
N -1.88477 2.03312 0.79086
Si 2.07665 2.44931 -0.33220
C 3.69897 1.82681 0.42067
C 2.42824 2.45699 -2.22174
C 2.15640 4.34671 -0.00067
C -0.63198 -0.77212 2.77465
C -1.72382 -0.82189 1.74942
C -3.09041 -0.67859 2.05388
C -4.03358 -0.70285 1.04843
C -3.62007 -0.86702 -0.26657
C -2.26735 -1.05370 -0.48436
N -1.35716 -1.05954 0.48301
Si 0.54364 -2.27561 2.49354
C 1.18744 -3.07607 4.07804
C 3.09449 -1.97802 1.17907
C -0.33146 -3.64098 1.56258
Si -1.24835 -0.70190 4.54913
C -2.45905 0.68904 5.02280
C -2.19785 -2.28481 4.98866
C 0.15262 -0.47685 5.79881
H -0.10296 3.51268 2.96014
H -0.15211 2.60301 4.48830
H -1.49649 2.48016 3.30856
H -0.10161 3.47507 -1.65969
H -2.30478 4.41343 -2.21490
H -4.29627 3.77963 -0.79294
H -3.89563 2.22298 1.10147
H 4.10778 1.04286 -0.22092
H 3.58114 1.40856 1.42075
H 4.42427 2.64720 0.47552
H 2.44624 1.43026 -2.59196
H 3.41131 2.91275 -2.39366
H 1.69690 3.03824 -2.79524
H 2.24662 4.53901 1.07354
H 1.25129 4.85499 -0.34464
H 3.01533 4.80870 -0.50139
H -3.41515 -0.54617 3.07415
H -5.08524 -0.58398 1.28775
H -4.31591 -0.86654 -1.09533
H -1.88965 -1.21038 -1.48984
H 1.84878 -2.40074 4.62208
H 1.79511 -3.91156 3.71568
H 0.43973 -3.47164 4.76675
H 3.87084 -2.18580 1.92653
H 3.38786 -1.09085 0.60878
H 4.05067 -3.30067 -0.13334
H -1.35572 -3.74187 1.93851
H 0.20863 -4.57580 1.71573
H -0.38363 -3.44932 0.49280
H -3.08089 1.07443 4.21648
H -1.91131 1.53871 5.43025
H -3.11577 0.30262 5.81056
H -3.19896 -2.26843 4.55137
H -2.30853 -2.36279 6.07521
H -1.70145 -3.18739 4.63217
H 0.97276 0.10615 5.37133
H 0.56501 -1.42064 6.15222
H -0.23480 0.07208 6.66204
O -0.11229 -0.97777 -5.83356
C -0.52100 -0.20657 -4.82018
O -1.26747 -0.59695 -3.96224
C 0.10177 1.18306 -4.79469
N 0.79346 1.44714 -6.06739
C -0.17538 2.19874 -6.87662
C -0.92564 3.10433 -5.89706
C -0.93732 2.30252 -4.58158
H 0.82422 1.14597 -3.97742
H 0.50338 -0.40578 -6.34326
H 1.61486 2.01219 -5.88949
H -0.86395 1.48217 -7.33477
H 0.33192 2.73195 -7.68084
H -1.92890 3.35197 -6.24521
H -0.38000 4.04166 -5.76847
H -1.91202 1.87840 -4.34442
H -0.65810 2.92073 -3.73553
```

The charge is -2. The LUMO energy is 3.8 eV. For the max |F|, the calculation gives 0.25 eV Å⁻¹. The calculation puts the energy above the lowest of the compared OMol25 structures with the same formula, charge and spin at 0.4123 eV.

Löwdin population analysis, charges in e, atoms 1 to 2: 0.39 -0.06

=====

[2]
Below is a 2-piece molecular cluster, C15H30N2O4 overall, with properties calculated with ωB97M-V/def2-TZVPD.

XYZ file:
```
51
Properties=species:S:1:pos:R:3
C -0.80461 6.88655 0.85995
O 0.16541 6.41797 -0.04609
C -0.18267 6.52315 -1.41608
C -0.61555 5.19178 -2.05471
C -1.15590 4.15702 -1.06908
N -1.35427 2.85740 -1.73861
C -0.64013 1.75022 -1.09815
C 0.88846 1.94397 -0.95917
O 1.43771 1.11550 -0.18025
O 1.43501 2.84993 -1.58968
H -0.85575 6.20790 1.71502
H -1.80104 6.91089 0.40548
H -0.54290 7.89270 1.20829
H 0.70793 6.88149 -1.93946
H -0.95623 7.28579 -1.57320
H -1.40481 5.37519 -2.79210
H 0.20825 4.71342 -2.58312
H -0.51711 4.08460 -0.18864
H -2.13735 4.51239 -0.71690
H -2.34113 2.64500 -1.65593
H -0.76567 0.86883 -1.74292
H -1.04017 1.48297 -0.10804
C 1.47105 -4.64695 -0.81550
C 0.84387 -3.24261 -0.60764
C 1.75945 -2.30539 0.21008
C 1.80187 -2.53725 1.71184
C 0.39632 -2.58006 2.29347
C -0.49893 -3.63219 1.62080
N -0.46739 -3.32914 0.12919
O -1.24339 -2.49157 -0.18306
C 0.00519 -5.04364 1.94894
C -1.93038 -3.55289 2.13387
C 0.64600 -2.63805 -1.99114
H 0.89672 -5.44937 -0.36007
H 1.51128 -4.88513 -1.87546
H 2.48282 -4.69323 -0.41777
H 1.42749 -1.26728 0.03538
H 2.75965 -2.38325 -0.21452
H 2.35325 -3.45068 1.95275
H 2.35179 -1.71683 2.17342
H 0.42054 -2.80586 3.36005
H -0.06647 -1.59367 2.18765
H -0.56418 -5.80381 1.41283
H -0.13294 -5.21307 3.01447
H 1.06029 -5.18967 1.73774
H -2.34541 -2.55003 2.05620
H -1.93192 -3.83615 3.18344
H -2.58285 -4.23993 1.59348
H -0.08558 -3.20416 -2.57080
H 1.60271 -2.67700 -2.50670
H 0.33167 -1.59582 -1.94955
```

The LUMO energy is -3.8 eV. For the max |F|, the calculation gives 3.82 eV Å⁻¹. The calculation puts the energy above the lowest of the compared OMol25 structures with the same formula, charge and spin at 7.3808 eV.

Löwdin population analysis, charges in e, atoms 1 to 2: -0.13 -0.20

=====

[3]
Below is a 10-piece molecular cluster, C24H63BN5O17 overall, with properties calculated with ωB97M-V/def2-TZVPD.

XYZ file:
```
110
Properties=species:S:1:pos:R:3
O -1.52140 1.37929 2.40813
C -0.91904 1.19879 1.39450
O -1.20366 0.34592 0.41933
B -0.12908 0.40747 -0.63203
O 0.84851 1.30613 -0.01705
C 0.44811 1.82855 1.10424
O 1.05013 2.60915 1.79387
O -0.61593 0.99365 -1.87071
C -0.58566 0.07753 -2.83182
O -0.98434 0.16992 -3.94759
C -0.00955 -1.21056 -2.18163
O 0.42718 -0.89758 -0.95870
O 0.16717 -2.25122 -2.74070
C 1.64930 -3.13500 1.66252
C 0.98455 -3.95497 0.54810
C 1.96271 -4.55305 -0.45525
O 2.83701 -5.46708 0.19874
C 3.53061 -6.27079 -0.75181
N -0.05790 -4.82801 1.08695
H 2.57346 -3.55352 2.06547
H 0.92969 -3.04591 2.47492
H 1.96179 -2.14987 1.30948
H 0.41874 -3.29232 -0.12413
H 2.59845 -3.73347 -0.82058
H 1.48205 -5.02091 -1.32110
H 4.27465 -5.65018 -1.26172
H 2.85619 -6.78020 -1.44031
H 4.08064 -6.98054 -0.13297
H -0.59214 -4.35661 1.80219
H -0.69175 -4.98801 0.30064
C 6.09873 1.57347 -4.92618
C 5.63096 2.42044 -3.74045
C 5.37795 1.54603 -2.48450
O 4.50783 0.49849 -2.82789
C 4.07194 -0.21560 -1.68796
N 6.56180 3.52406 -3.54273
H 6.29300 2.21213 -5.79277
H 5.28997 0.93058 -5.26560
H 7.04633 1.10894 -4.64816
H 4.64831 2.83463 -3.98371
H 4.87234 2.20568 -1.76766
H 6.33131 1.20242 -2.06521
H 4.83651 -0.53114 -0.97525
H 3.60886 -1.15853 -1.99360
H 3.23982 0.35499 -1.26441
H 6.71797 3.79635 -2.57581
H 7.48610 3.18836 -3.80659
C 1.23433 4.38596 -4.08625
C -0.02394 4.95429 -3.42909
C -0.67423 4.02345 -2.43121
O -1.73487 4.65298 -1.75115
C -2.60451 3.81819 -1.04342
N 0.34801 6.17657 -2.70152
H 1.51603 5.03713 -4.91615
H 1.11713 3.42308 -4.59278
H 2.01570 4.28989 -3.33390
H -0.76519 5.18991 -4.20670
H 0.06035 3.59465 -1.73543
H -1.01519 3.10083 -2.91183
H -3.23109 3.27592 -1.76109
H -3.32299 4.30560 -0.38274
H -2.13408 3.08072 -0.38503
H -0.52797 6.34817 -2.20730
H 0.58825 6.98443 -3.25721
C -4.09247 -4.57118 0.32200
C -3.40190 -3.60827 -0.65092
C -3.20999 -2.21403 -0.08930
O -4.48843 -1.80693 0.37843
C -4.47598 -0.45616 0.83855
N -2.14116 -4.19787 -1.11585
H -3.59202 -4.46540 1.28517
H -4.09486 -5.62686 0.03895
H -5.15999 -4.35117 0.33144
H -4.02092 -3.55224 -1.55661
H -2.87948 -1.52999 -0.88099
H -2.42686 -2.16951 0.67562
H -4.35613 0.21398 -0.02161
H -3.69853 -0.36254 1.59372
H -5.48904 -0.19747 1.14755
H -1.64484 -3.64498 -1.80548
H -2.44557 -5.02355 -1.62162
C -0.85878 0.18498 7.97063
C -2.20201 0.70081 7.39420
C -2.91411 -0.34679 6.50766
O -4.16239 0.21100 6.06968
C -3.99463 0.99441 4.88780
N -3.07892 1.11983 8.48455
H -0.05680 -0.10331 7.28882
H -0.96588 -0.66388 8.65170
H -0.44130 1.03113 8.52057
H -1.87869 1.51252 6.73959
H -3.12384 -1.23189 7.10720
H -2.33201 -0.49552 5.59417
H -3.20504 1.74881 4.85735
H -4.96645 1.43648 4.68708
H -3.71134 0.29843 4.09185
H -3.24688 0.26729 9.00927
H -3.92770 1.43540 8.02898
O -4.16758 -0.16770 -4.47937
H -4.09421 0.21173 -5.35989
H -3.37152 0.13154 -4.02309
O 2.01647 5.20498 0.75563
H 1.59777 5.04845 -0.09924
H 1.58459 4.58390 1.36201
O 2.05919 1.44977 4.23559
H 1.94795 2.35111 4.54994
H 1.77808 1.48711 3.30957
O -1.69041 -3.75334 -4.48999
H -1.14277 -4.20005 -5.14194
H -1.06858 -3.21267 -3.97912
```

The charge is -1. The LUMO energy is 2.2 eV. For the max |F|, the calculation gives 1.82 eV Å⁻¹. The calculation puts the energy above the lowest of the compared OMol25 structures with the same formula, charge and spin at 0.0000 eV.

Löwdin population analysis, charges in e, atoms 1 to 2: 0.16 -0.40

=====

[4]
Below is the molecule C4H7NO, with properties calculated with ωB97M-V/def2-TZVPD.

XYZ file:
```
13
Properties=species:S:1:pos:R:3
C 2.10014 -0.46614 0.29039
C 0.63392 -0.12830 0.44337
O 0.24472 0.50178 1.43782
C -0.21916 -0.47099 -0.62764
C -2.12897 0.68258 0.27476
N -1.43553 0.15995 -0.69775
H 2.62352 0.36687 -0.22043
H 2.22020 -1.38386 -0.31298
H 2.51556 -0.58326 1.30367
H 0.13799 -0.93591 -1.53135
H -3.00017 1.26677 0.02913
H -1.83989 0.50623 1.29259
H -1.76781 0.39552 -1.62610
```

The LUMO energy (alpha / beta) is 0.6 / 0.6 eV. For the max |F|, the calculation gives 0.57 eV Å⁻¹. The calculation puts the energy above the lowest of the compared OMol25 structures with the same formula, charge and spin at 2.3340 eV.

Löwdin population analysis, charges in e, atoms 1 to 2: -0.04 -0.52

=====

[5]
Below is a 3-piece molecular cluster, CH2F2N2O overall, with properties calculated with ωB97M-V/def2-TZVPD.

XYZ file:
```
8
Properties=species:S:1:pos:R:3
C 0.31559 0.17583 -0.68267
N -2.73824 0.80071 0.53658
N -0.68160 0.45605 -0.06465
O 1.36427 -0.03996 -1.17398
F -2.96022 -0.32311 1.06815
F 3.75052 -1.68412 -0.47611
H -2.20443 1.47098 1.21150
H 3.15411 -0.85638 -0.41882
```

The LUMO energy (alpha / beta) is -1.8 / -3.8 eV. For the max |F|, the calculation gives 4.30 eV Å⁻¹. The calculation puts the energy above the lowest of the compared OMol25 structures with the same formula, charge and spin at 4.3643 eV.

Löwdin population analysis, charges in e, atoms 1 to 2: -0.43 0.10

=====

[6]
Below is the molecule C18H17N3O2S, with properties calculated with ωB97M-V/def2-TZVPD.

XYZ file:
```
41
Properties=species:S:1:pos:R:3
O 1.52845 1.16139 3.23048
N 0.68199 -0.03111 0.78301
N -0.72858 -0.92007 -3.78876
N -0.04061 1.23734 -3.26009
O 0.20697 -0.22954 4.48623
S -0.94050 -2.03967 0.48758
C 0.77096 0.21426 3.30977
C -0.03608 -0.69356 -0.14496
C -0.54730 -1.50043 2.06618
C 0.36236 -0.51385 2.08782
C -0.52318 0.33257 -4.23701
C -0.34222 -1.21785 -2.52587
C 0.13789 0.89873 -2.01659
C -1.74872 1.53093 -8.22258
C -2.44238 0.52970 -7.51091
C -0.68492 2.11727 -7.61795
C -1.99465 0.20441 -6.21848
C -0.25965 1.77622 -6.38421
C 0.00796 -0.34419 -1.54794
C -0.88398 0.78619 -5.61428
C -0.06702 -0.99596 6.65408
C 1.62971 0.76207 6.35191
C 2.14517 -1.52430 5.42291
C 1.07566 -0.45550 5.67030
H -0.97344 -1.99965 2.89965
H -0.70145 -2.25521 -2.10079
H 0.45908 1.68889 -1.25953
H -1.96307 1.89409 -9.17990
H -3.36732 0.11555 -7.88178
H -0.12208 2.95775 -8.07458
H -2.52983 -0.57028 -5.77431
H 0.43751 2.40604 -5.85229
H -0.93410 -0.21190 6.55607
H -0.49038 -2.03153 6.47510
H 0.40332 -1.11374 7.60169
H 0.82869 1.53191 6.31199
H 2.11484 0.65736 7.30233
H 2.38428 1.21764 5.66833
H 3.00318 -1.01870 4.86060
H 2.37740 -2.10470 6.31557
H 1.76606 -2.24858 4.67122
```

The LUMO energy is -0.5 eV. For the max |F|, the calculation gives 4.55 eV Å⁻¹. The calculation puts the energy above the lowest of the compared OMol25 structures with the same formula, charge and spin at 4.1430 eV. The structure (SMILES) is CC(C)(C)OC(=O)c1csc(-c2cnc(-c3ccccc3)nc2)n1.

Löwdin population analysis, charges in e, atoms 1 to 2: 0.13 0.14